<A>
Entry from the Open Molecules 2025 dataset: an isolated molecule of C2H4N2O2 (ωB97M-V/def2-TZVPD).

Structure (ORCA input):
```
! wB97M-V def2-TZVPD RIJCOSX def2/J DEFGRID3
* xyz 0 1
C -0.04758 -0.51742 -0.35718
O 0.76180 0.12600 0.54561
N 0.04018 1.21462 1.30870
N -0.27698 2.16830 0.43016
C -0.89965 2.25549 -0.56523
O -1.51394 2.53528 -1.53246
H -0.78339 -1.26323 -0.09484
H 0.59538 -1.00021 -1.18600
H -0.65344 0.28801 -0.86352
H 0.65100 1.66807 1.99344
*
```

## Properties
HOMO ... -9.36 eV
HOMO-LUMO gap ... 0.3721 Ha
E_LUMO ... 0.760 eV
SMILES ... CONN=C=O

Atom charges from the natural (NBO) analysis, given in e for atoms 1 to 4:
1. C -0.25
2. O -0.40
3. N -0.17
4. N -0.40



<B>
Entry from the Open Molecules 2025 dataset: an isolated molecule of C2H4N2O2 (ωB97M-V/def2-TZVPD).

Structure (ORCA input):
```
! wB97M-V def2-TZVPD RIJCOSX def2/J DEFGRID3
* xyz 0 1
N -1.41638 0.73755 0.84426
C -0.31123 -0.07081 0.69309
O 0.01963 -0.94743 1.46224
N 0.43162 0.24387 -0.44826
C 1.37037 -0.62653 -0.97001
O 2.14121 -0.31753 -1.84628
H -2.00301 0.47110 1.62193
H -1.92890 0.96148 0.00263
H 0.39295 1.17775 -0.83765
H 1.30375 -1.62945 -0.52195
*
```

## Properties
HOMO ... -10.37 eV
HOMO-LUMO gap ... 0.4032 Ha
E_LUMO ... 0.606 eV
SMILES ... NC(=O)NC=O

Atom charges from the natural (NBO) analysis, given in e for atoms 1 to 4:
1. N -0.84
2. C 0.78
3. O -0.60
4. N -0.68



<C>
Entry from the Open Molecules 2025 dataset: a structure of composition C2H4N2O2 (ωB97M-V/def2-TZVPD).

Structure (ORCA input):
```
! wB97M-V def2-TZVPD RIJCOSX def2/J DEFGRID3
* xyz 0 1
C 0.01211 -0.83353 -0.20607
C -2.08902 0.40151 0.01916
H 3.09818 0.16699 0.60944
H 1.75363 1.36087 -0.44137
H -0.45318 -1.95581 -0.53732
H -2.33378 1.62844 0.58563
N 2.25751 0.24319 0.02776
N 1.24147 -0.81887 0.13154
O -0.76951 0.40265 -0.32288
O -2.71742 -0.59544 0.13410
*
```

## Properties
HOMO ... -8.97 eV
HOMO-LUMO gap ... 0.3513 Ha
E_LUMO ... 0.591 eV

Atom charges from the natural (NBO) analysis, given in e for atoms 1 to 4:
1. C 0.29
2. C 0.68
3. H 0.41
4. H 0.38



Tell me which of them is the most stable. Sure, it is <B>.



<A>
Entry from the Open Molecules 2025 dataset: a structure of composition C4H14NOS (ωB97M-V/def2-TZVPD).

Structure (ORCA input):
```
! wB97M-V def2-TZVPD RIJCOSX def2/J DEFGRID3
* xyz 1 1
C 1.69304 0.17130 -0.27609
C 0.18390 0.13678 -0.67809
C -0.28688 -1.29551 -0.80769
C -1.74523 -1.42077 -0.41349
S -2.60074 0.02505 -0.89307
N -0.58357 0.99217 0.20461
H 1.84477 -0.57353 0.49038
H 1.95705 1.12888 0.15752
H 2.35277 0.05147 -1.12061
H 0.20345 0.70696 -1.60729
H -0.17760 -1.48137 -1.87593
H 0.28986 -2.10563 -0.36353
H -1.90438 -1.50200 0.64716
H -2.21834 -2.27564 -0.91021
H -2.56405 -0.61843 -4.24837
H -0.86632 0.49598 1.06028
H -2.32109 -1.30355 -4.08874
H -1.65586 0.93829 -0.22831
H 2.29287 2.16943 5.32110
H 3.51596 2.92569 4.94335
O 2.59039 2.83443 4.68702
*
```

## Properties
HOMO ... -13.70 eV
HOMO-LUMO gap ... 0.2066 Ha
E_LUMO ... -8.077 eV

Atom charges from the natural (NBO) analysis, given in e for atoms 1 to 4:
1. C -0.58
2. C -0.11
3. C -0.44
4. C -0.60



<B>
Entry from the Open Molecules 2025 dataset: a cluster of 2 separate species, C4H14NOS in total (ωB97M-V/def2-TZVPD).

Structure (ORCA input):
```
! wB97M-V def2-TZVPD RIJCOSX def2/J DEFGRID3
* xyz 1 1
C -1.37675 0.28015 -1.71343
C -0.21336 0.24809 -0.76664
C -0.09005 1.56018 0.06785
C 1.09901 1.64749 1.05988
S 2.40820 0.45955 0.71680
N -0.42088 -0.85452 0.24902
H -1.18399 0.94410 -2.54861
H -2.31331 0.49972 -1.19239
H -1.56784 -0.75417 -2.04849
H 0.79021 0.11255 -1.15612
H 0.06725 2.29236 -0.71182
H -1.04628 1.75670 0.55123
H 0.66790 1.59960 2.06520
H 1.48119 2.65769 0.98010
H 3.26209 0.85383 1.66883
H -1.26715 -0.71922 0.81838
H 0.33371 -1.01475 0.92464
H -0.67656 -1.76591 -0.15467
H -3.61308 -2.26302 -0.75792
H -3.69413 -3.42339 0.18419
O -3.10085 -3.03217 -0.47302
*
```

## Properties
HOMO ... -13.11 eV
HOMO-LUMO gap ... 0.3647 Ha
E_LUMO ... -3.190 eV

Atom charges from the natural (NBO) analysis, given in e for atoms 1 to 4:
1. C -0.63
2. C -0.04
3. C -0.41
4. C -0.55



Tell me which of them is the most stable. Sure, it is <B>.